This record from the OMol25 dataset describes a 7-piece molecular cluster, C42H37Br2F52NO8S overall. The level of theory is ωB97M-V/def2-TZVPD.

XYZ file:
```
143
Properties=species:S:1:pos:R:3:mulliken_charge:R:1
C -3.1403 0.6783 1.1658 -0.59
C -2.2965 1.4155 0.0000 0.94
C -1.2742 0.4874 -0.7536 -0.68
C -0.3919 1.0087 -1.9476 -0.39
C -0.5993 2.5054 -2.3358 -0.60
C -1.6134 3.4330 -1.5787 -0.57
C -2.5016 2.9290 -0.3854 0.98
C -3.5624 3.8604 0.3580 -1.34
N -3.0201 4.6506 1.5059 0.24
C -2.3819 3.8024 2.5544 0.10
C -2.1221 4.6057 3.9522 -0.92
C -0.6513 4.3855 4.5476 0.50
F 0.3788 4.2574 3.5724 -0.28
Br -0.1511 5.9981 5.6507 -0.10
C -0.5994 3.1209 5.5339 0.30
F 0.7519 3.0169 6.0110 -0.09
F -1.4449 3.3164 6.6624 -0.23
Br -1.0414 1.3947 4.6747 -0.07
S -2.0305 5.9594 1.0082 1.15
O -2.2915 6.3955 -0.4212 -0.61
O -0.5547 5.7180 1.1894 -0.53
F -2.4253 7.3183 1.9536 -0.30
H -3.6546 -0.2522 0.7111 0.47
H -2.3719 0.2590 1.9231 0.14
H -3.8937 1.3585 1.6812 -0.36
H -1.1590 -0.6147 -0.4808 0.28
H 0.3170 0.3037 -2.4974 0.38
H 0.0338 2.8911 -3.2187 0.28
H -1.6780 4.5050 -1.9922 0.26
H -4.0509 4.5198 -0.4443 0.51
H -4.4159 3.2093 0.7811 0.35
H -1.4534 3.2310 2.2177 0.41
H -3.1649 2.9958 2.8296 -0.46
H -2.8551 4.2088 4.7543 0.34
H -2.3238 5.7241 3.8668 0.50
F 0.8334 1.5521 11.7910 -0.22
C 0.1816 1.0036 10.7479 0.08
F -0.3657 -0.1514 11.2069 -0.28
C 1.1079 0.7196 9.5662 0.99
F 2.0600 -0.1852 9.9030 -0.29
F 0.3608 0.1288 8.5855 -0.32
C 1.7850 1.9517 8.9325 -0.54
O 3.1346 2.2151 9.3358 -0.32
C 3.3200 2.9841 10.5058 0.73
F 2.1369 3.4711 10.9252 -0.28
F 4.0537 4.0583 10.1304 -0.30
C 4.0681 2.2135 11.5982 0.24
F 3.3866 1.1113 11.9810 -0.22
F 4.2255 2.9790 12.7059 -0.27
H -0.6377 1.6677 10.4587 0.28
H 1.8657 1.7360 7.8632 0.14
H 1.1592 2.8467 8.9841 0.39
H 5.0540 1.8982 11.2494 0.22
F -2.5201 -2.2671 -2.5527 -0.18
C -1.8338 -2.4927 -3.6895 0.10
F -1.0057 -1.4298 -3.8499 -0.20
C -2.7507 -2.6394 -4.9028 0.99
F -3.4428 -1.4968 -5.1288 -0.27
F -1.9584 -2.8207 -6.0026 -0.34
C -3.7359 -3.8253 -4.8594 -0.81
O -5.0778 -3.5278 -4.4574 -0.41
C -5.3508 -3.5329 -3.0709 0.75
F -4.2830 -4.0003 -2.3967 -0.26
F -6.3341 -4.4450 -2.8909 -0.30
C -5.8243 -2.1669 -2.5638 0.20
F -4.8843 -1.2157 -2.7545 -0.19
F -6.0732 -2.2077 -1.2312 -0.25
H -1.2111 -3.3810 -3.5512 0.22
H -3.8395 -4.1690 -5.8929 0.42
H -3.3300 -4.6876 -4.3234 0.34
H -6.7345 -1.8521 -3.0790 0.22
F 2.2259 -2.1490 -7.0366 -0.19
C 1.9946 -2.2792 -8.3567 0.10
F 2.8801 -3.2044 -8.8082 -0.26
C 2.1721 -0.9622 -9.1115 1.01
F 3.4492 -0.5181 -9.0192 -0.30
F 1.9582 -1.2128 -10.4395 -0.31
C 1.2119 0.1760 -8.7099 -0.84
O 1.7259 1.1584 -7.8036 -0.42
C 1.6213 0.8770 -6.4233 0.80
F 0.8778 -0.2263 -6.2406 -0.28
F 0.9087 1.8937 -5.8919 -0.31
C 2.9883 0.7979 -5.7367 0.16
F 3.7488 -0.1882 -6.2609 -0.22
F 2.8484 0.5228 -4.4162 -0.22
H 0.9891 -2.6855 -8.4972 0.32
H 1.0135 0.7402 -9.6260 0.42
H 0.2315 -0.1944 -8.3983 0.33
H 3.5339 1.7384 -5.8410 0.25
F -8.0628 0.6763 5.0265 -0.23
C -7.2528 1.7504 4.9851 0.05
F -7.7097 2.5326 3.9739 -0.27
C -5.7928 1.3695 4.7427 1.04
F -5.6428 0.7671 3.5373 -0.29
F -5.0664 2.5280 4.6751 -0.31
C -5.1372 0.4927 5.8294 -0.73
O -5.0713 -0.9112 5.5566 -0.38
C -6.1963 -1.6904 5.9103 0.75
F -7.0675 -0.9420 6.6128 -0.28
F -5.7393 -2.6326 6.7663 -0.30
C -6.8384 -2.3723 4.6980 0.22
F -7.2804 -1.4663 3.7976 -0.23
F -7.9138 -3.1067 5.0725 -0.26
H -7.3669 2.3112 5.9170 0.32
H -4.0886 0.8036 5.8771 0.31
H -5.5290 0.6990 6.8291 0.36
H -6.1253 -3.0296 4.1954 0.25
F 6.9932 0.3607 3.9789 -0.21
C 7.6822 1.4249 4.4336 0.11
F 8.9957 1.0948 4.3412 -0.28
C 7.3236 1.7776 5.8768 0.86
F 7.6441 0.7642 6.7179 -0.27
F 8.1036 2.8353 6.2512 -0.34
C 5.8584 2.1924 6.1226 -0.78
O 4.9841 1.1820 6.6385 -0.29
C 4.3558 0.3323 5.7011 0.63
F 4.5923 0.7781 4.4533 -0.27
F 3.0255 0.4803 5.9037 -0.25
C 4.7405 -1.1381 5.8927 0.23
F 6.0687 -1.3267 5.7327 -0.23
F 4.1218 -1.9211 4.9749 -0.27
H 7.5039 2.2700 3.7628 0.28
H 5.8877 2.9458 6.9155 0.44
H 5.4213 2.7129 5.2661 0.36
H 4.4663 -1.4875 6.8907 0.24
F 3.3006 -5.1831 -10.8982 -0.30
C 2.4747 -4.3207 -11.5201 0.29
F 1.2896 -4.3837 -10.8568 -0.29
C 2.2767 -4.6649 -12.9956 0.91
F 1.6901 -5.8790 -13.1365 -0.28
F 1.3948 -3.7606 -13.5178 -0.33
C 3.5442 -4.6127 -13.8730 -0.78
O 4.1889 -5.8629 -14.1431 -0.41
C 5.1304 -6.3211 -13.1943 0.78
F 5.3564 -5.3636 -12.2758 -0.27
F 6.2934 -6.4718 -13.8700 -0.30
C 4.7265 -7.6612 -12.5714 0.20
F 3.5503 -7.5662 -11.9130 -0.20
F 5.6487 -8.0685 -11.6654 -0.25
H 2.8694 -3.3087 -11.3988 0.15
H 3.2148 -4.2674 -14.8575 0.45
H 4.2535 -3.8508 -13.5385 0.34
H 4.6249 -8.4337 -13.3368 0.23
```

- LUMO energy: -0.5 eV

***

This record from the OMol25 dataset describes C42H37BrCl2N10O3PbS5 as an isolated structure. The level of theory is ωB97M-V/def2-TZVPD.

XYZ file:
```
101
Properties=species:S:1:pos:R:3:mulliken_charge:R:1
Pb 0.2615 0.9384 -0.8764 1.82
Br 5.3464 4.8261 -4.8757 -0.31
C 4.2420 3.4107 -4.2125 -0.16
C 3.0329 3.1291 -4.8570 -0.43
C 2.2515 2.1162 -4.3859 -0.54
C 2.5719 1.3419 -3.2154 0.10
O 1.7894 0.4119 -2.8766 -1.00
C 3.8319 1.6883 -2.5648 1.01
C 4.3820 1.0815 -1.3787 -0.79
N 3.7879 0.4548 -0.4301 0.10
C 4.4967 0.1403 0.7148 0.11
C 5.6024 0.8688 1.1346 -0.51
C 6.2388 0.6320 2.3597 -0.95
C 5.7727 -0.3217 3.2205 -1.01
C 4.6490 -1.0938 2.8554 1.47
C 4.1011 -2.0705 3.7138 -0.82
C 3.0307 -2.8090 3.3039 -0.54
C 2.5250 -2.5846 2.0100 -0.35
N 2.9926 -1.6777 1.1935 -0.40
C 4.0209 -0.9019 1.5916 0.47
C 4.6367 2.7051 -3.1140 -0.75
H 2.7204 3.7183 -5.7095 0.40
H 1.2969 1.9051 -4.8522 0.46
H 5.4775 1.2052 -1.3168 0.51
H 5.9720 1.6714 0.5091 0.48
H 7.1035 1.2289 2.6291 0.35
H 6.2387 -0.4836 4.1866 0.34
H 4.5477 -2.2184 4.6924 0.35
H 2.5737 -3.5476 3.9505 0.39
H 1.6960 -3.1808 1.6461 0.45
H 5.5647 2.9623 -2.6144 0.39
S -3.3609 6.9548 -3.7839 -0.39
C -2.5061 5.6263 -3.2723 0.07
S -3.0212 3.9958 -3.4987 -0.12
C -1.6823 3.1683 -2.7096 -0.30
C -0.7250 3.9888 -2.2078 0.01
S 0.7217 3.5552 -1.3511 -0.53
S -0.9990 5.7075 -2.4451 -0.16
S -1.7580 1.4377 -2.6515 -0.20
C -0.6381 0.0271 5.2175 -0.78
C -1.2983 -0.0689 3.8531 -0.34
N -0.2789 0.1531 2.8571 0.47
C 0.5359 1.2618 2.9300 -0.71
N 1.1212 1.6727 1.8689 0.65
C 1.9910 2.8311 1.9216 -0.26
C 1.6718 3.7449 3.0977 -0.92
C 1.6495 2.8966 4.3580 -0.86
N 0.7360 1.7821 4.2007 0.45
C -0.0645 1.4277 5.3524 -0.81
H 0.1677 -0.7093 5.2631 0.33
H -1.3533 -0.1673 6.0199 0.41
H -2.1099 0.6731 3.7928 0.05
H -1.7307 -1.0535 3.6732 0.26
H -0.5665 -0.0717 1.9111 -0.12
H 1.8636 3.3743 0.9862 -0.07
H 3.0362 2.5059 1.9827 0.08
H 0.6864 4.1916 2.9391 0.31
H 2.4135 4.5416 3.1852 0.44
H 1.3281 3.4905 5.2188 0.52
H 2.6613 2.5190 4.5636 0.23
H -0.8887 2.1474 5.4906 0.29
H 0.5708 1.4900 6.2426 0.51
Cl -4.2030 -5.4685 -3.3432 -0.24
C -2.4764 -5.6880 -3.1931 0.93
C -2.0568 -7.0019 -3.0492 -0.76
C -0.7154 -7.3069 -2.9312 -0.37
C 0.2135 -6.2781 -2.9759 -0.60
C -0.1999 -4.9743 -3.1293 0.62
Cl 0.9869 -3.7158 -3.2484 -0.17
C -1.5678 -4.6022 -3.2167 -0.48
N -1.8441 -3.2741 -3.3707 -0.06
C -3.1108 -2.6156 -3.3434 -0.31
C -3.6304 -2.2185 -4.5667 -0.04
C -4.8343 -1.5413 -4.6444 -0.71
C -5.5256 -1.2589 -3.4813 -0.66
C -5.0051 -1.6448 -2.2578 -0.92
C -3.7854 -2.3052 -2.1503 1.36
C -3.2783 -2.6482 -0.7752 -1.23
C -2.1164 -1.7429 -0.2404 0.31
O -2.2191 -1.3991 0.9690 -0.69
O -1.1596 -1.4837 -0.9776 -0.46
H -2.8059 -7.7817 -3.0264 0.39
H -0.3953 -8.3334 -2.8129 0.34
H 1.2722 -6.4855 -2.8982 0.41
H -1.1211 -2.6494 -3.0178 0.08
H -3.0705 -2.4568 -5.4617 0.46
H -5.2216 -1.2264 -5.6050 0.37
H -6.4679 -0.7261 -3.5205 0.38
H -5.5492 -1.4101 -1.3497 0.29
H -2.9065 -3.6777 -0.7348 0.22
H -4.0961 -2.5544 -0.0606 0.44
N -4.8336 0.4445 1.8328 -0.30
C -4.6188 1.7057 2.2058 0.66
N -5.5933 2.3309 2.9482 -0.53
N -3.5844 2.4407 1.9103 -0.70
C -2.5772 2.0981 1.1390 0.34
N -1.5982 1.9880 0.5290 -0.25
H -5.6634 -0.0277 2.1429 0.19
H -4.0602 -0.1400 1.4239 0.10
H -6.2003 1.7707 3.5184 0.21
H -5.3095 3.2178 3.3257 0.25
```

- Total charge: -2
- ΔE to the lowest compared entry with this formula, charge and spin: 20.2 kcal per mole
- LUMO energy: 3.5 eV

***

Calculated largest force on an atom (eV/A), listed in the same order as above: 6.5 1.6
Calculated E_tot (eV), listed in the same order as above: -354246.34419 -219715.27429